# C4H6N2O

C4H6N2O in the gas phase (ωB97M-V/def2-TZVPD, OMol25).

Energy above the lowest of the compared OMol25 structures with the same formula, charge and spin ... 74.3 kcal per mole
Structure (SMILES) ... CNC(=O)C1=NC1
Orbital gap ... 10.6 eV
Charge ... 0

Positions of all 13 atoms, in Å:
C  -2.3615  -0.0993  0.0022
N  -0.9546  -0.4424  0.1080
C  0.0041  0.5612  0.3544
O  -0.3342  1.7392  0.3251
C  1.3368  -0.0274  0.3314
N  2.2767  -0.6119  0.8700
C  2.6377  0.0507  -0.4145
H  -2.3419  0.9232  -0.2588
H  -2.7058  -0.8526  -0.8069
H  -2.8137  -0.2358  0.9689
H  -0.5776  -1.3939  0.3270
H  2.6317  -0.6382  -1.2750
H  3.2021  1.0271  -0.5317

Forces on atoms 1 to 6 (eV/Å):
0.93 -2.95 -1.14
3.01 -0.09 1.28
-3.72 -0.73 -1.10
1.50 -0.92 0.49
1.48 2.27 -1.33
0.90 -0.83 1.69